[1]
The following is a DFT calculation (wB97M-V/def2-TZVPD) of a 6-piece molecular cluster, C5H23NO6 overall.

XYZ file:
```
35
C5H23NO6 | the OMol25 dataset | wB97M-V/def2-TZVPD
C -2.841 0.860 -1.993
C -1.479 0.314 -1.539
C -0.412 0.399 -2.617
C -1.573 -1.147 -0.986
N -1.016 -1.377 0.337
C -1.707 -0.779 1.480
O -1.203 0.529 1.743
H -3.251 1.753 -1.491
H -3.568 0.047 -1.942
H -2.718 1.225 -3.016
H -1.077 0.975 -0.759
H -0.579 -0.373 -3.379
H 0.590 0.331 -2.203
H -0.374 1.331 -3.203
H -2.651 -1.390 -0.934
H -1.124 -1.848 -1.721
H -0.016 -1.496 0.351
H -1.551 -1.525 2.269
H -2.692 -0.528 1.092
H -0.297 0.503 2.043
O 3.214 0.105 -0.884
H 3.846 -0.473 -1.347
H 2.908 -0.292 -0.071
O 0.067 2.927 1.639
H -0.874 3.107 1.705
H 0.021 2.399 0.822
O 1.692 -0.879 2.599
H 1.519 0.018 2.912
H 1.665 -1.451 3.371
O 2.526 1.922 2.889
H 3.427 1.740 2.629
H 2.278 2.794 2.556
O 2.539 -3.328 -1.100
H 1.981 -3.908 -0.568
H 2.729 -2.485 -0.685
```

Computed properties:
* relative energy (zero: lowest compared OMol25 entry of this formula, charge and spin): 1.526 eV
* electronic energy: -19332.315 eV
* E_LUMO: 0.28 eV
* molecular weight: 193.2 u
* SMILES: CC(C)CNCO.O.O.O.O.O

***

[2]
The following is a DFT calculation (wB97M-V/def2-TZVPD) of C40H37AsMgN4O4 as an isolated structure.

XYZ file:
```
87
C40H37AsMgN4O4 | the OMol25 dataset | wB97M-V/def2-TZVPD
Mg 0.148 -0.049 1.723
C -1.785 0.840 4.656
C -0.298 0.757 4.806
C 0.336 1.372 5.881
C 1.706 1.272 6.008
C 2.413 0.501 5.101
C 1.718 -0.119 4.074
N 0.399 0.060 3.899
C 2.404 -1.050 3.124
C 3.714 -1.441 3.351
C 4.319 -2.310 2.465
C 3.597 -2.766 1.384
C 2.284 -2.337 1.214
N 1.696 -1.502 2.076
C 1.538 -2.828 0.019
C 2.206 -2.934 -1.197
C 1.530 -3.473 -2.276
C 0.215 -3.857 -2.110
C -0.394 -3.676 -0.873
C -1.850 -3.983 -0.683
N 0.267 -3.190 0.180
H -2.203 -0.167 4.634
H -2.051 1.313 3.713
H -2.221 1.392 5.486
H -0.249 1.937 6.592
H 2.225 1.779 6.811
H 3.483 0.414 5.191
H 4.263 -1.078 4.204
H 5.341 -2.629 2.622
H 4.028 -3.462 0.679
H 3.225 -2.586 -1.294
H 2.016 -3.571 -3.238
H -0.350 -4.271 -2.935
H -2.031 -4.390 0.310
H -2.213 -4.686 -1.431
H -2.415 -3.052 -0.779
N -1.924 -2.036 2.409
C -3.293 -1.663 2.029
C -3.338 -0.517 0.976
C -1.957 0.075 0.895
O -1.641 1.040 1.633
O -1.080 -0.557 0.227
H -1.458 -2.547 1.663
H -1.939 -2.645 3.218
H -3.797 -1.317 2.932
H -3.868 -2.517 1.653
H -4.042 0.252 1.287
H -3.631 -0.890 -0.005
C 1.284 3.311 2.253
C 2.145 2.149 1.774
O 3.362 2.190 1.913
O 1.499 1.149 1.279
H 1.805 4.255 2.103
H 1.118 3.188 3.327
H 0.316 3.316 1.753
C -0.044 0.086 -7.362
C 0.699 0.983 -6.609
C 0.651 0.943 -5.221
C -0.138 0.001 -4.571
C -0.870 -0.906 -5.337
C -0.834 -0.860 -6.722
As -0.273 -0.190 -2.615
C -1.831 0.955 -2.387
C -3.159 0.607 -2.569
C -4.158 1.532 -2.293
C -3.822 2.795 -1.821
C -2.493 3.143 -1.629
C -1.487 2.225 -1.912
C -0.037 2.451 -1.751
C 0.559 3.620 -1.294
C 1.939 3.689 -1.174
C 2.732 2.596 -1.496
C 2.143 1.424 -1.947
C 0.766 1.357 -2.087
H -0.008 0.122 -8.443
H 1.315 1.723 -7.104
H 1.222 1.659 -4.643
H -1.479 -1.657 -4.842
H -1.416 -1.564 -7.304
H -3.422 -0.383 -2.927
H -5.198 1.268 -2.440
H -4.602 3.512 -1.599
H -2.245 4.128 -1.253
H -0.046 4.475 -1.019
H 2.400 4.594 -0.799
H 3.804 2.648 -1.358
H 2.758 0.561 -2.174
```

Computed properties:
* electronic energy: -122520.806 eV
* E_LUMO: -0.33 eV
* molecular weight: 737.0 u

***

[3]
The following is a DFT calculation (wB97M-V/def2-TZVPD) of a 2-piece molecular cluster, C4H14N3 overall.

XYZ file:
```
21
C4H14N3 | the OMol25 dataset | wB97M-V/def2-TZVPD
N -0.071 0.420 -1.563
C 0.336 1.840 -1.850
N -0.592 2.780 -1.290
H -0.931 0.189 -2.073
H 0.628 -0.177 -2.020
H 1.307 1.983 -1.390
H 0.391 1.979 -2.937
H -1.588 2.634 -1.525
H -0.537 3.001 -0.289
C 0.770 -2.496 0.776
C -0.498 -1.743 1.150
C -0.021 0.407 2.102
N -0.279 -0.274 1.069
H 1.197 -2.158 -0.172
H 1.529 -2.412 1.549
H 0.522 -3.554 0.675
H -1.314 -1.968 0.464
H -0.814 -1.993 2.164
H 0.147 1.478 2.021
H -0.038 -0.017 3.097
H -0.145 0.083 0.044
```

Computed properties:
* relative energy (zero: lowest compared OMol25 entry of this formula, charge and spin): 2.269 eV
* electronic energy: -8825.343 eV
* ⟨S²⟩: 0.755
* E_LUMO (alpha / beta): -7.66 / -13.26 eV
* molecular weight: 104.2 u
* 2S+1: 2
* charge: +2

***

[4]
The following is a DFT calculation (wB97M-V/def2-TZVPD) of a 2-piece molecular cluster, C6H10O overall.

XYZ file:
```
17
C6H10O | the OMol25 dataset | wB97M-V/def2-TZVPD
C 2.861 0.799 0.480
C 0.658 -0.753 -0.481
C 0.039 -1.353 0.538
C -1.366 -0.836 0.740
C -1.598 0.025 -0.520
C -0.193 0.353 -1.062
O 0.293 1.628 -0.637
H 2.291 0.835 1.439
H 2.682 1.813 0.064
H 1.682 -0.934 -0.803
H 0.481 -2.116 1.174
H -1.437 -0.258 1.672
H -2.100 -1.646 0.828
H -2.144 -0.563 -1.266
H -2.173 0.939 -0.337
H -0.168 0.404 -2.154
H 0.191 1.662 0.325
```

Computed properties:
* relative energy (zero: lowest compared OMol25 entry of this formula, charge and spin): 4.935 eV
* electronic energy: -8426.305 eV
* E_LUMO (alpha / beta): -0.58 / -0.59 eV
* molecular weight: 98.1 u

***

Q: Which of these has the lowest molecular weight?
A: C6H10O